{"formula": "C6H8FN", "method": "ωB97M-V with the def2-TZVPD basis set", "symbols": ["C", "C", "C", "C", "C", "C", "H", "H", "H", "H", "H", "H", "H", "H", "N", "F"], "coordinates": [[2.57157, 0.19221, 0.12556], [1.16838, -0.29013, 0.07067], [0.67618, -1.48929, -0.17485], [-0.80853, -1.50451, -0.19182], [-1.22297, -0.27644, 0.10877], [-0.03034, 0.65033, 0.37544], [2.72530, 0.91287, -0.68052], [2.91166, 0.52396, 1.14161], [3.31420, -0.61301, -0.03094], [1.31919, -2.31854, -0.47022], [-1.42422, -2.35972, -0.45391], [0.06381, 0.86504, 1.43161], [0.62359, 2.48404, -0.27912], [-1.01087, 2.28360, -0.38398], [-0.09216, 1.81205, -0.53190], [-2.44481, 0.20494, 0.17402]], "homo_ev": -8.337, "smiles": "CC1=CC=C(F)[C@@H]1N", "mol_weight_da": 113.13, "spin_multiplicity": 1, "e_above_lowest_ev": 1.112}

=====

{"formula": "C6H8FN", "method": "ωB97M-V with the def2-TZVPD basis set", "symbols": ["C", "C", "C", "C", "C", "C", "N", "F", "H", "H", "H", "H", "H", "H", "H", "H"], "coordinates": [[-0.56585, -0.31736, -0.70816], [-0.93764, -1.04531, -1.91431], [-1.28394, 0.17087, 0.27980], [-2.18190, -1.27782, -2.36444], [2.82888, 0.43791, 1.93786], [2.03938, 1.34699, 1.44624], [-1.98094, 0.64431, 1.12361], [2.29871, 1.94002, 0.21051], [0.39603, -0.04118, -0.60904], [-0.14213, -1.47696, -2.54404], [-3.12050, -0.81089, -1.97507], [-2.32084, -1.83324, -3.32345], [2.54732, 0.04925, 2.99328], [3.85114, 0.25931, 1.69162], [1.02625, 1.66637, 1.81009], [-2.45399, 0.28772, 1.94549]], "homo_ev": -7.962, "smiles": "C=CC=C=N.C=CF", "mol_weight_da": 113.13, "spin_multiplicity": 1, "e_above_lowest_ev": 3.486}

=====

{"formula": "C6H8HoO4S", "method": "ωB97M-V with the def2-TZVPD basis set", "symbols": ["Ho", "C", "O", "C", "O", "C", "O", "C", "O", "H", "H", "C", "S", "C", "H", "H", "H", "H", "H", "H"], "coordinates": [[0.07157, 0.73028, 0.65128], [0.25188, 2.54793, -0.77116], [0.56342, 3.27806, -1.60114], [0.26321, -0.45439, -1.45463], [0.49455, -0.75522, -2.53826], [-1.91952, 0.69008, -0.49445], [-2.93850, 0.38112, -0.94631], [2.17117, 0.73226, -0.43161], [3.04549, 0.80039, -1.21046], [0.04606, -4.26498, 0.43344], [0.08659, -4.05094, -0.29296], [0.34668, 1.24557, 4.33357], [-1.01497, 1.09258, 3.12156], [-1.96862, -0.28390, 3.82559], [1.30276, 1.42537, 3.80675], [0.43217, 0.33337, 4.93556], [0.10187, 2.10711, 4.95669], [-1.95913, -1.15449, 3.15504], [-1.58337, -0.55617, 4.81682], [-2.99049, 0.10046, 3.90057]], "homo_ev": [-21.337, -21.351], "mol_weight_da": 341.12, "charge": 3, "spin_multiplicity": 5, "e_above_lowest_ev": 0.639, "s_squared": 6.005}

=====

{"formula": "C6H8InO3", "method": "ωB97M-V with the def2-TZVPD basis set", "symbols": ["C", "C", "In", "C", "C", "O", "C", "C", "O", "O", "H", "H", "H", "H", "H", "H", "H", "H"], "coordinates": [[0.35111, -3.15460, 1.60255], [0.30158, -2.18488, 0.87442], [0.34745, -0.54459, -0.58130], [2.29612, 0.54284, -0.24614], [1.97321, 1.89375, 0.18836], [2.02688, 2.89854, -0.50552], [-1.29598, 0.92305, -0.25145], [-2.67296, 0.37881, -0.39036], [-3.59740, 0.94221, -0.91945], [-2.89524, -0.86292, 0.20149], [0.48196, -3.89089, 2.36151], [0.25863, -1.11625, -2.24397], [2.88455, 0.00121, 0.49661], [2.84254, 0.60180, -1.18907], [1.60110, 2.00619, 1.23045], [-1.20896, 1.40676, 0.72463], [-1.19301, 1.70859, -1.00149], [-2.50159, -1.54963, -0.35129]], "homo_ev": -5.491, "mol_weight_da": 242.95, "charge": -1, "spin_multiplicity": 1}

=====

{"formula": "C6H8IrN2O12", "method": "ωB97M-V with the def2-TZVPD basis set", "symbols": ["Ir", "O", "C", "O", "C", "O", "C", "C", "O", "O", "H", "H", "H", "H", "H", "O", "C", "O", "C", "O", "O", "O", "N", "O", "O", "N", "H", "H", "H"], "coordinates": [[0.43778, 0.12980, -0.23433], [-3.11643, 1.71115, 1.51386], [-2.00050, 1.01722, 1.47371], [-1.47292, 0.74517, 0.40780], [-1.50070, 0.59477, 2.82631], [-0.61971, -0.47456, 2.69134], [0.68638, -0.23508, 3.17377], [1.48312, 0.89422, 2.49803], [2.11690, 1.63143, 3.21538], [1.53763, 0.97164, 1.19118], [-3.35452, 1.98909, 0.61381], [-2.37213, 0.30109, 3.41866], [-1.05593, 1.47329, 3.31021], [1.24796, -1.15780, 3.02268], [0.67312, -0.00191, 4.23965], [0.19929, 3.59872, -2.58001], [0.26131, 2.50509, -2.12824], [0.46888, 2.04270, -0.97129], [0.01398, 0.98430, -3.65621], [-0.23736, 1.58455, -4.62939], [0.23094, -0.00004, -3.01488], [-0.80987, -3.44931, -0.18656], [-0.49479, -2.30809, -0.32272], [-0.89308, -1.54053, -1.22819], [0.38729, -1.76238, 0.48475], [2.27337, -0.27892, -1.01713], [2.95971, 0.24302, -0.47241], [2.32061, 0.00351, -1.99324], [2.49807, -1.26963, -0.96203]], "homo_ev": [-8.095, -9.824], "mol_weight_da": 492.35, "spin_multiplicity": 2, "e_above_lowest_ev": 0.289, "s_squared": 0.753}

=====

{"formula": "C6H8LiO6", "method": "ωB97M-V with the def2-TZVPD basis set", "symbols": ["O", "C", "O", "O", "C", "H", "H", "C", "H", "H", "O", "C", "C", "O", "O", "C", "H", "H", "H", "H", "Li"], "coordinates": [[1.76841, 0.47713, -0.77288], [1.68755, -0.36510, -1.75651], [1.51927, -0.07883, -2.95684], [1.80115, -1.60325, -1.54578], [1.46626, 1.87902, -1.02101], [2.30294, 2.31461, -1.58107], [0.55560, 1.92924, -1.63051], [1.27817, 2.54857, 0.31837], [1.99112, 2.12616, 1.04075], [1.53940, 3.60823, 0.18691], [-2.90517, 2.78308, 1.79388], [-2.37721, 2.15012, 2.74302], [-0.17105, 2.43807, 0.86956], [-2.90611, 1.20822, 3.37770], [-1.10870, 2.45436, 3.11654], [-0.27909, 3.16507, 2.19924], [-0.85266, 2.89800, 0.13888], [-0.40558, 1.37374, 1.01503], [-0.67586, 4.17926, 2.05948], [0.70390, 3.22889, 2.68428], [-4.02258, 1.53048, 1.87914]], "homo_ev": [-10.343, -10.343], "mol_weight_da": 183.07, "spin_multiplicity": 2, "e_above_lowest_ev": 0.627, "s_squared": 0.758}

=====

{"formula": "C6H8LiO6Sr", "method": "ωB97M-V with the def2-TZVPD basis set", "symbols": ["O", "C", "C", "O", "O", "C", "H", "H", "H", "H", "Sr", "O", "O", "C", "C", "O", "C", "H", "H", "H", "H", "Li"], "coordinates": [[1.31653, -0.02351, 0.91482], [0.91951, 0.97002, 1.74631], [2.59669, 0.30983, 0.30705], [-0.00472, 0.84647, 2.50923], [1.77014, 1.95720, 1.73143], [2.76421, 1.77539, 0.70182], [2.51307, 0.15757, -0.77301], [3.34684, -0.35663, 0.74291], [2.52690, 2.46404, -0.11606], [3.74636, 1.99904, 1.12530], [0.07231, -1.75191, 0.15189], [0.34360, -1.06982, -1.70660], [-1.52388, -0.00681, -2.21766], [-2.35019, -1.03617, -1.63608], [-2.70665, -0.80379, -0.17494], [-1.64922, -0.98754, 0.72845], [-0.17405, -0.07344, -2.30482], [-3.27726, -1.01915, -2.22279], [-1.88108, -2.02266, -1.77274], [-3.53493, -1.49593, 0.06202], [-3.12144, 0.21763, -0.08884], [-1.69274, -0.04982, 2.29232]], "homo_ev": -10.402, "mol_weight_da": 270.68, "charge": 1, "spin_multiplicity": 1, "e_above_lowest_ev": 2.289}

=====

{"formula": "C6H8LiO6Tl", "method": "ωB97M-V with the def2-TZVPD basis set", "symbols": ["O", "C", "O", "Tl", "O", "C", "C", "H", "H", "H", "H", "H", "Li", "O", "O", "C", "C", "O", "C", "H", "H", "H"], "coordinates": [[-2.63598, -0.07286, 4.07383], [-1.46625, 0.25935, 3.76518], [-0.66788, 0.82150, 4.55319], [-2.58193, 0.96899, 6.92067], [-0.99355, -0.05912, 2.54589], [-0.00675, 0.77880, 1.95369], [-0.13709, 0.67903, 0.43745], [0.99842, 0.46538, 2.27201], [-0.15085, 1.82473, 2.26818], [-0.07501, -0.39498, 0.15506], [-1.16752, 0.99083, 0.16283], [-0.82109, -1.53406, -2.54337], [1.42347, 2.35238, -1.48283], [0.91059, 1.33564, -0.15970], [0.05639, 0.24600, -3.12335], [-0.07954, -1.19118, -3.27504], [1.32836, -1.68723, -2.97834], [2.04714, -0.45885, -2.69987], [1.23239, 0.57649, -2.62618], [-0.41720, -1.39590, -4.29627], [1.81541, -2.17465, -3.83042], [1.38849, -2.33028, -2.09262]], "homo_ev": [-0.720, -4.295], "mol_weight_da": 387.45, "charge": -1, "spin_multiplicity": 2, "e_above_lowest_ev": 0.000, "s_squared": 0.753}

=====

{"formula": "C6H8N", "method": "ωB97M-V with the def2-TZVPD basis set", "symbols": ["C", "C", "C", "C", "C", "C", "N", "H", "H", "H", "H", "H", "H", "H", "H"], "coordinates": [[-2.68228, 1.42747, -0.07787], [0.96304, 0.42289, 0.42078], [-1.05503, -0.28765, -0.22972], [1.86943, 1.37237, 0.13225], [1.99908, -0.29128, -0.18534], [-1.10658, -1.75434, 0.03652], [-2.05380, 0.46266, -0.10106], [-3.38213, 2.20924, -0.24378], [1.52898, 2.33859, -0.46906], [2.69942, 1.68431, 0.62149], [2.92146, -0.56312, 0.28048], [1.66456, -0.85898, -1.02914], [-2.15738, -2.06932, 0.03657], [-0.19407, -2.15582, -0.35695], [-1.01470, -1.93702, 1.16483]], "homo_ev": [-12.182, -11.921], "mol_weight_da": 94.14, "charge": 1, "spin_multiplicity": 1, "e_above_lowest_ev": 10.692}

=====

{"formula": "C6H8N", "method": "ωB97M-V with the def2-TZVPD basis set", "symbols": ["C", "C", "C", "C", "C", "C", "N", "H", "H", "H", "H", "H", "H", "H", "H"], "coordinates": [[-0.48883, -0.38162, -1.77147], [-0.96640, -0.56702, 0.69778], [-1.50520, -1.50847, -0.07599], [0.19992, 0.79410, -1.35353], [-0.08476, 0.47373, 0.26088], [1.36816, 0.34236, 0.90629], [-1.08266, -1.34361, -1.42346], [-1.19001, -0.34386, 1.73102], [-1.92767, -2.49451, 0.15383], [1.31365, 0.82112, -1.31140], [-0.07659, 1.73831, -1.66882], [-0.64646, 1.31451, 0.62121], [2.01123, -0.42368, 0.58461], [1.24698, 0.31604, 1.93066], [1.82863, 1.26261, 0.71838]], "homo_ev": -14.736, "smiles": "C[C@@H]1C=C[N+]#CC1", "mol_weight_da": 94.14, "charge": 1, "spin_multiplicity": 1, "e_above_lowest_ev": 4.772}